[1]
C5H10N2 | ωB97M-V with the def2-TZVPD basis set

XYZ file:
```
17
C5H10N2 | OMol25 | ωB97M-V with the def2-TZVPD basis set
C 0.370 -2.794 1.229
C -0.427 0.899 0.128
N 1.340 2.123 -1.216
H 1.269 -2.302 0.809
H -1.493 1.190 0.585
H 0.284 1.066 0.857
H -0.907 1.820 -1.599
C -0.097 1.943 -0.904
H 0.663 -3.483 2.058
C -1.231 -1.482 0.342
H -1.945 -1.035 1.020
H 1.783 1.464 -1.817
H 0.326 -0.968 -1.115
H 1.850 2.029 -0.313
N -0.783 -2.746 0.640
C -0.481 -0.571 -0.300
H -0.522 2.847 -0.406
```

Calculated values
Energy in eV: -8323.1112
SMILES: C=N/C=C/CCN
Net charge: 0
Gap between HOMO and LUMO in eV: 8.96
HOMO energy in eV: -8.68

These are the Mulliken partial charges, in e, on atoms 1 to 4:
1 C -0.182
2 C -0.527
3 N -0.563
4 H 0.253

[2]
C4H9NO | ωB97M-V with the def2-TZVPD basis set

XYZ file:
```
15
C4H9NO | OMol25 | ωB97M-V with the def2-TZVPD basis set
N -0.366 -0.094 0.323
H 0.268 1.916 0.346
C 0.870 -0.597 -0.237
H 1.951 0.449 1.391
H -2.383 -0.617 0.503
H -1.424 1.642 0.771
H -0.920 1.561 -0.933
H -1.759 -0.749 -1.161
H 0.961 -1.651 0.068
H -1.295 -1.951 0.070
O 3.175 0.083 -0.179
H 0.943 -0.573 -1.340
C -1.505 -0.889 -0.092
C -0.617 1.319 0.103
C 2.096 0.056 0.361
```

Calculated values
Energy in eV: -7830.6041
SMILES: CN(C)CC=O
Net charge: 0
Gap between HOMO and LUMO in eV: 9.99
HOMO energy in eV: -9.03

These are the Mulliken partial charges, in e, on atoms 1 to 4:
1 N -0.081
2 H 0.340
3 C -0.366
4 H 0.385

[3]
C26H66FO18PS6 | ωB97M-V with the def2-TZVPD basis set

XYZ file:
```
118
C26H66FO18PS6 | OMol25 | ωB97M-V with the def2-TZVPD basis set
C 2.665 -1.937 2.108
H 2.817 2.567 -6.579
H 6.201 -3.725 -0.696
O -3.015 2.705 -4.054
C 0.264 1.335 4.035
O -7.472 4.380 -5.905
H -0.946 -4.185 5.227
H 0.690 0.719 6.101
P -2.633 1.113 3.697
H -3.233 0.924 1.402
H 2.122 1.523 -2.668
S 6.397 -0.815 0.171
H -0.584 -3.319 10.492
H -0.040 -2.111 6.325
H -2.818 2.565 1.845
S 1.582 -3.284 1.813
H -3.439 -1.256 1.575
H -2.001 3.695 -5.490
C -0.868 -4.290 10.097
H -8.994 3.948 -7.141
H -1.055 -1.778 -0.224
H -2.033 0.628 -5.661
S -6.471 3.836 -4.803
H -0.997 2.614 -4.533
C 0.324 -3.102 6.584
O -0.450 -3.450 7.765
H -1.146 2.923 4.343
H 0.929 -0.536 4.866
H -2.745 -2.768 0.994
H -1.236 1.899 0.190
H 3.406 -1.891 1.315
H 7.576 1.017 1.036
H 1.373 -3.023 6.870
H 3.336 2.675 -2.008
H 6.148 1.480 0.062
H 7.799 -3.720 -1.449
O 5.744 -1.063 1.424
C 2.366 2.566 -2.486
H -3.131 1.692 -6.541
H -0.645 -5.079 10.811
O 2.670 -4.437 1.769
H -9.416 3.350 -4.157
C 1.032 0.533 5.080
H -5.429 5.900 -5.158
H -1.969 -1.901 2.308
S 0.100 -4.628 8.670
H -4.337 4.652 -4.474
C -0.612 -0.020 0.908
O -6.949 4.180 -3.497
H 1.482 -5.849 2.713
H -2.108 -0.200 3.646
C 4.391 4.064 -6.534
H 4.609 4.026 -7.602
O 0.734 -3.498 2.952
H -3.818 3.286 -1.500
H 4.440 1.908 -6.351
C 1.587 -6.317 0.595
H 7.412 -4.918 -0.203
C 7.262 -3.884 -0.515
C 2.188 -5.803 1.884
H 0.171 0.723 3.132
C -1.131 1.403 1.163
F 1.040 2.452 3.661
C -1.113 1.834 4.470
C -1.949 2.700 -5.049
H -9.955 4.820 -4.975
C -4.142 2.306 -1.839
H 8.834 -3.164 0.788
O 1.486 -4.391 8.945
H 0.529 -5.052 5.666
C -2.464 1.525 1.904
O 3.623 2.642 -4.672
C -2.140 1.622 -6.091
O -1.617 1.745 -2.288
C -5.107 4.863 -5.212
H 1.369 -7.379 0.705
H 1.588 3.042 -1.893
C 7.016 0.828 0.125
C 0.117 -4.070 5.440
O 1.215 3.112 -4.768
O 5.677 -1.090 -1.033
C -2.496 -1.767 1.357
H -0.149 -0.440 1.812
C -1.621 -1.028 0.333
O -6.173 2.463 -5.079
S -2.912 1.631 -2.897
H 0.200 0.081 0.175
H 7.217 -3.056 1.492
H 2.047 -1.041 2.103
H 2.096 0.775 5.014
H -1.917 -4.315 9.816
O 7.787 -1.569 0.163
H -1.385 1.751 -6.867
O -0.288 -5.891 8.124
H -0.366 1.975 1.709
H -4.233 1.618 -1.000
H -10.633 3.250 -5.438
O 0.974 -3.145 0.526
H 3.713 4.894 -6.345
S 2.402 3.415 -4.022
H -8.358 2.544 -6.278
H -5.081 2.362 -2.388
H 5.319 4.249 -5.995
H 7.640 0.936 -0.758
O -3.335 0.351 -3.370
H 3.079 -6.363 2.160
H -1.261 1.647 5.542
C 3.786 2.744 -6.112
H 0.665 -5.795 0.347
H 3.141 -2.076 3.075
H 2.286 -6.187 -0.231
C 7.787 -2.968 0.567
H -2.242 -0.491 -0.396
C -8.661 3.585 -6.171
C -9.727 3.763 -5.114
H 0.608 -3.683 4.546
O 2.747 4.787 -3.814
H -4.765 4.603 -6.210
```

Calculated values
Energy in eV: -141902.4657
SMILES: CCCCCPC[C@H](C)F.CCOS(C)(=O)=O.CCOS(C)(=O)=O.CCOS(C)(=O)=O.CCOS(C)(=O)=O.CCOS(C)(=O)=O.CCOS(C)(=O)=O
Net charge: 0
Gap between HOMO and LUMO in eV: 9.02
HOMO energy in eV: -8.79

These are the Mulliken partial charges, in e, on atoms 1 to 4:
1 C -0.548
2 H 0.293
3 H 0.265
4 O -0.198

[4]
C28H36Cl3MnN6OS2 | ωB97M-V with the def2-TZVPD basis set

XYZ file:
```
77
C28H36Cl3MnN6OS2 | OMol25 | ωB97M-V with the def2-TZVPD basis set
Cl -1.691 -9.060 6.536
H -1.389 5.291 1.253
S -3.729 0.846 3.297
H 3.320 4.148 0.170
C -3.004 -0.001 4.608
C 0.010 3.710 0.959
H -0.056 1.271 -2.003
H -1.328 0.716 1.543
C -2.275 -0.562 0.228
H 2.743 -3.114 -0.882
C 0.768 -0.470 4.321
C 1.351 3.370 0.640
H 1.079 -3.749 4.574
H 2.754 -0.862 -1.118
H -3.014 -0.631 1.025
O -1.592 -2.376 5.893
C -1.275 -7.083 4.767
H 0.574 -3.410 -1.589
N 0.622 -1.788 3.983
C 2.292 4.407 0.386
Mn 0.656 -0.042 0.150
C -1.497 -7.410 6.097
H -1.587 1.387 0.089
H -2.810 -0.287 -0.679
H 0.788 -2.603 5.889
H -2.210 -2.628 -0.394
H 0.816 -0.146 5.345
H 1.539 1.076 -2.072
H 0.252 7.072 0.745
C 0.593 -2.914 -0.620
C -3.010 -2.261 5.775
C 2.048 -2.599 -0.220
C -1.560 -1.894 0.092
H 3.062 -0.936 0.464
C -0.374 5.024 0.992
C -3.403 -1.303 4.681
H 0.212 -0.279 -3.746
N 2.339 -1.131 -0.228
N 0.677 -0.672 2.095
N -1.284 0.526 0.540
C -4.322 -1.614 3.630
H 0.904 1.282 3.010
C 0.562 6.036 0.712
H -1.550 -0.804 -2.127
H 0.167 -3.622 0.090
H -1.724 -6.709 8.103
C -1.025 -3.293 4.985
H -1.219 -7.858 4.016
C -4.594 -0.560 2.817
H 0.443 -2.820 2.158
H -1.472 -4.318 7.459
H -3.374 -1.920 6.744
C -1.559 -6.424 7.073
S 1.966 1.782 0.646
C -0.637 -1.396 -2.106
N 0.679 0.583 -1.834
H 2.254 -2.958 0.784
H -4.800 -2.579 3.529
H -5.303 -0.514 2.005
H -0.839 -2.315 -2.657
Cl -2.043 0.856 5.737
N -0.298 -1.706 -0.681
C -1.411 -5.096 6.711
C -1.200 -4.737 5.384
H -0.692 2.934 1.226
C -1.126 -5.751 4.438
C 0.796 0.222 3.154
C 1.888 5.720 0.413
C 0.579 -1.876 2.658
H 1.400 -1.152 -2.795
H -1.302 -2.280 1.075
H -1.468 -3.148 3.991
H -3.455 -3.241 5.579
C 0.470 -0.585 -2.733
H 2.600 6.509 0.212
C 0.455 -2.921 4.902
Cl -0.796 -5.349 2.755
```

Calculated values
Energy in eV: -131142.5833
Net charge: +3
Gap between HOMO and LUMO (spin up / spin down) in eV: 5.36 / 3.71
Multiplicity: 4
HOMO energy (spin up / spin down) in eV: -14.94 / -14.94

These are the Mulliken partial charges, in e, on atoms 1 to 4:
1 Cl -0.155
2 H 0.470
3 S -0.211
4 H 0.473

Number 1: F_max 4.108 eV Å⁻¹. Number 2: F_max 0.565 eV Å⁻¹. Number 3: F_max 1.528 eV Å⁻¹. Number 4: F_max 0.986 eV Å⁻¹.